# C61H54CaN12O2

A molecular structure, C61H54CaN12O2 in a non-equilibrium geometry (ωB97M-V/def2-TZVPD, the Open Molecules 2025 dataset).

```
130
Properties=species:S:1:pos:R:3:forces:R:3
Ca 0.3650 0.4109 0.7040 -0.72 -0.50 -0.85
N -0.5250 10.5068 4.3265 0.00 -0.02 -0.02
C -0.4740 9.4487 3.8761 0.00 0.45 0.16
C -0.4141 8.1368 3.3264 -0.01 -0.69 -0.29
C 0.7570 7.6695 2.7232 -0.11 0.26 0.16
C 0.8143 6.3800 2.2319 0.00 -0.12 -0.12
C -0.2949 5.5402 2.3023 0.00 0.22 0.08
C -1.4715 6.0222 2.8744 0.04 -0.12 -0.01
C -1.5322 7.2992 3.3949 0.07 0.23 0.04
C -0.2298 4.1399 1.8083 0.16 -0.46 0.11
C 0.4255 3.2370 2.6344 -0.12 0.42 0.11
C 1.0167 3.5384 3.9090 0.08 -0.13 0.08
C 1.4199 2.3433 4.4403 -0.02 0.20 0.11
C 1.0663 1.3530 3.4806 -0.13 0.00 0.00
N 0.4872 1.8728 2.4216 0.20 0.45 0.68
C -0.8808 3.8722 0.5921 -0.19 0.20 -0.24
C -1.5840 4.8299 -0.2021 0.06 -0.01 0.15
C -2.0614 4.1470 -1.2984 -0.05 -0.01 -0.04
C -1.6247 2.8065 -1.1344 -0.18 0.16 0.01
N -0.9289 2.6376 -0.0215 0.15 -0.10 0.07
H 1.6114 8.3298 2.6518 0.04 -0.05 0.02
H 1.7259 6.0076 1.7825 0.00 -0.02 0.00
H -2.3336 5.3697 2.9222 0.01 -0.01 0.01
H -2.4378 7.6633 3.8622 -0.01 -0.02 -0.01
H 1.1183 4.5165 4.3534 -0.04 0.00 0.00
H 1.8980 2.1734 5.3923 0.02 -0.01 -0.01
H 1.1986 0.2808 3.5527 0.05 -0.01 0.00
H -1.7210 5.8762 0.0273 0.04 0.00 -0.01
H -2.6515 4.5437 -2.1115 0.01 -0.02 -0.02
H -1.8086 1.9750 -1.7993 0.06 -0.02 -0.03
N -2.4004 0.5529 1.4307 0.08 0.33 -0.21
C -2.9741 0.2038 2.6280 -0.09 -0.18 0.28
C -3.8640 1.0886 3.2489 0.07 0.08 -0.09
C -4.4718 0.7855 4.4537 0.04 -0.06 0.02
C -4.1879 -0.4235 5.0694 -0.10 0.03 0.05
C -3.2955 -1.3011 4.4661 -0.07 0.05 0.04
C -2.6697 -1.0330 3.2491 0.01 0.17 -0.03
C -1.6932 -2.0037 2.6744 0.22 -0.56 -0.09
C -1.9075 -3.3669 2.9406 -0.20 0.10 0.02
C -0.9742 -4.3276 2.5807 0.02 -0.02 0.00
C 0.1858 -3.9362 1.9270 0.13 -0.05 -0.09
C 0.3608 -2.5959 1.5924 -0.20 -0.32 0.22
C -0.5581 -1.5945 1.9380 0.08 0.53 0.04
H -2.7695 1.3779 0.9854 -0.01 0.01 0.03
H -2.2017 -0.2174 0.7991 -0.11 -0.11 0.08
H -4.0688 2.0346 2.7556 -0.03 -0.02 -0.01
H -5.1656 1.4866 4.9038 0.03 0.02 0.01
H -4.6487 -0.6777 6.0171 0.02 -0.02 0.00
H -3.0693 -2.2267 4.9806 0.11 -0.01 -0.06
H -2.8336 -3.6894 3.4110 0.04 0.00 0.07
H -1.1534 -5.3738 2.8084 -0.02 0.01 -0.01
H 0.9381 -4.6691 1.6519 -0.04 0.00 -0.07
H 1.2496 -2.3336 1.0275 0.04 -0.09 -0.05
N 0.0341 0.9026 -4.8632 0.04 -0.01 0.17
C -1.0979 0.2055 -5.2110 -0.14 -0.01 -0.05
C -1.6382 -0.2261 -4.0362 0.02 0.04 -0.14
N -0.8677 0.1872 -2.9860 0.12 0.11 0.27
C 0.1338 0.8569 -3.4980 -0.30 -0.22 -0.28
C 1.1840 1.5124 -2.7445 0.35 0.21 0.11
N 1.3432 1.4667 -1.4454 -0.19 -0.29 -0.20
C 2.4031 2.2736 -1.1421 0.16 0.23 -0.12
C 2.9096 2.8122 -2.2877 0.00 0.03 0.08
N 2.1273 2.3247 -3.3087 -0.12 -0.10 0.09
H 0.6674 1.3286 -5.5120 0.09 -0.02 0.00
H -1.3978 0.0827 -6.2369 0.00 -0.03 0.01
H -2.5224 -0.8251 -3.8850 0.06 -0.03 -0.08
H 2.7384 2.3983 -0.1212 0.08 -0.05 0.01
H 3.7383 3.4722 -2.4727 0.00 0.00 0.02
H 2.2508 2.5370 -4.2794 -0.03 -0.01 -0.05
C -3.8497 -3.4718 -1.2964 -0.08 -0.03 0.03
C -2.8681 -2.8028 -0.5716 0.04 0.02 0.19
N -2.7634 -1.4807 -0.5832 0.05 0.03 -0.14
C -3.5872 -0.7859 -1.3505 -0.10 0.00 -0.22
C -4.5506 -1.3538 -2.1839 0.33 -0.31 0.29
C -4.6988 -2.7443 -2.1015 -0.01 0.21 -0.08
C -5.3525 -0.4793 -3.0282 -0.28 -0.14 -0.72
C -5.8504 -0.6912 -4.2691 0.17 0.51 0.80
C -5.5309 -1.7233 -5.2401 0.16 -0.76 -0.63
C -6.3555 -1.9181 -6.3596 -0.08 0.21 0.38
C -6.0230 -2.9169 -7.2455 0.15 -0.21 -0.15
N -4.9308 -3.6727 -7.1132 -0.10 0.21 0.08
C -4.1763 -3.3681 -6.0576 0.22 -0.28 -0.12
N -4.4115 -2.4594 -5.1315 -0.27 0.41 0.40
H -3.9432 -4.5461 -1.2158 0.03 0.00 -0.01
H -2.1633 -3.3260 0.0675 0.02 -0.01 -0.01
H -3.4588 0.2941 -1.3310 -0.02 0.01 0.01
H -5.4941 -3.2356 -2.6440 0.00 -0.04 -0.15
H -5.5620 0.4925 -2.5907 -0.19 -0.03 0.04
H -6.5494 0.0489 -4.6445 0.10 0.11 -0.03
H -7.2410 -1.3113 -6.4978 -0.02 -0.04 -0.03
H -6.6460 -3.1403 -8.1057 -0.05 0.08 0.02
H -3.2586 -3.9380 -5.9394 -0.04 0.03 0.00
C 8.2656 -2.9545 2.1050 -0.05 0.06 0.01
C 7.0476 -2.0929 1.8887 0.03 -0.03 0.02
C 6.8219 -1.4679 0.6704 0.02 0.00 0.07
C 5.7126 -0.6546 0.4697 0.03 0.11 -0.05
C 5.4575 -0.0148 -0.8675 -0.08 -0.08 0.05
C 4.8147 -0.4569 1.5144 -0.15 -0.02 0.08
C 5.0263 -1.0724 2.7483 -0.02 0.07 -0.01
C 4.0337 -0.8641 3.8601 0.00 -0.06 -0.11
C 6.1401 -1.8850 2.9200 0.00 0.02 -0.05
C 3.5782 0.4183 1.3204 0.41 -0.04 0.13
O 3.7077 1.6309 1.5646 -0.10 -0.08 -0.09
O 2.5350 -0.1830 0.9332 0.31 0.27 0.13
H 8.5964 -3.4125 1.1720 0.00 -0.01 0.00
H 8.0547 -3.7494 2.8218 0.03 -0.02 -0.01
H 9.0951 -2.3602 2.5000 0.03 -0.04 0.00
H 7.5202 -1.6309 -0.1456 -0.03 0.01 -0.03
H 6.3539 -0.0374 -1.4892 -0.02 -0.01 -0.03
H 5.1337 1.0193 -0.7398 0.02 0.01 -0.03
H 4.6539 -0.5473 -1.3850 0.01 0.00 -0.03
H 3.1326 -1.4515 3.6626 -0.02 0.01 0.06
H 3.7370 0.1846 3.9083 0.00 0.01 0.06
H 4.4500 -1.1633 4.8229 -0.03 -0.02 0.01
H 6.3004 -2.3767 3.8756 -0.02 0.02 0.02
C -0.3480 -3.3957 -3.0722 0.13 0.15 0.15
C 0.9825 -3.8355 -2.5534 0.39 -0.46 -0.08
C 1.7197 -4.9657 -2.9303 -0.52 0.22 -0.22
C 2.8826 -4.9474 -2.1413 0.31 0.20 0.46
C 2.7723 -3.8106 -1.3257 0.13 -0.43 -0.31
C 3.7303 -3.3574 -0.2651 -0.15 -0.10 -0.07
N 1.6267 -3.1376 -1.5820 -0.20 0.16 -0.08
H -0.7158 -4.0625 -3.8576 -0.01 -0.02 0.02
H -0.2881 -2.3817 -3.4690 -0.06 0.04 -0.13
H -1.0792 -3.3594 -2.2606 -0.11 -0.05 -0.09
H 1.4439 -5.6910 -3.6881 -0.02 -0.01 0.00
H 3.6840 -5.6773 -2.1260 0.03 0.02 -0.02
H 4.7627 -3.3685 -0.6294 0.02 0.06 0.08
H 3.6894 -4.0067 0.6189 0.05 0.06 0.04
H 3.4698 -2.3485 0.0519 0.05 0.02 0.02
```
Forces are in eV/Å.

Charge = -2
Electronic energy = -104552.1845 eV
Molecular weight = 1027.263 g/mol
Orbital gap = 3.373 eV